{
  "formula": "C4H13NO2",
  "method": "ωB97M-V/def2-TZVPD",
  "orbital_gap_ev": 9.83,
  "fmax_ev_per_a": 3.07,
  "mol_weight_g_mol": 107.15,
  "smiles": "C1CCNC1.O.O",
  "total_charge": 0,
  "e_above_lowest_ev": 1.5665,
  "elements": ["O", "O", "N", "C", "C", "C", "C", "H", "H", "H", "H", "H", "H", "H", "H", "H", "H", "H", "H", "H"],
  "positions_angstrom": [[2.55529, 1.51762, -1.47061], [1.92658, -1.78386, 4.63120], [-0.51984, 0.06499, -1.89940], [-1.23616, -1.12361, -1.32221], [-1.45151, 0.72198, 0.20303], [-1.23986, -0.78675, 0.15370], [-1.10915, 1.23840, -1.16844], [-0.40460, 1.98300, -0.99755], [-1.92802, 1.86207, -1.66799], [2.45117, 1.05003, -2.34429], [1.85261, -0.91728, 4.28268], [-2.25112, -1.11618, -1.60563], [-1.89572, -1.40522, 0.75259], [-0.80421, 1.37451, 0.85929], [-0.75128, -2.01651, -1.71863], [2.34826, 2.37632, -1.75836], [-0.15152, -0.98631, 0.43871], [0.43501, -0.10651, -1.55777], [1.56283, -1.73683, 5.49797], [-2.45942, 1.01381, 0.63361]]
}